Entry from the Open Molecules 2025 dataset: a single C3H6N2O molecule (ωB97M-V/def2-TZVPD).

For the orbital gap, the calculation gives 10.64 eV. The calculation puts the energy above the lowest of the compared OMol25 structures with the same formula, charge and spin at 3.0 kJ/mol. The LUMO energy comes out at 0.926 eV. The SMILES is O=C1NCCN1. For the HOMO energy, the calculation gives -0.35692 Ha.

Last column: Mulliken charge in e.
Positions of all 12 atoms, in Å:
O (2.510, -0.257, -0.389)  -0.619
C (1.316, -0.141, -0.214)  0.350
N (0.614, 1.042, -0.005)  -0.262
C (-0.814, 0.788, -0.126)  -0.445
C (-0.842, -0.634, 0.436)  -0.430
N (0.368, -1.154, -0.175)  -0.254
H (1.038, 1.882, -0.367)  0.253
H (-1.149, 0.812, -1.174)  0.260
H (-1.414, 1.486, 0.462)  0.317
H (-0.751, -0.567, 1.533)  0.247
H (-1.733, -1.218, 0.201)  0.338
H (0.693, -2.098, -0.041)  0.245

Entry from the Open Molecules 2025 dataset: a molecular structure, C19H31N7O4ReS3 at a distorted geometry (ωB97M-V/def2-TZVPD).

For the orbital gap (alpha / beta), the calculation gives 4.98 / 5.39 eV. As for the charge: +2. The LUMO energy (alpha / beta) comes out at -8.411 / -8.007 eV. Its expectation value of S² is 0.759. The spin multiplicity is 2. For the HOMO energy (alpha / beta), the calculation gives -0.49204 / -0.49229 Ha.

Last column: Mulliken spin population.
Positions of all 65 atoms, in Å:
Re (1.692, 2.150, -1.544)  0.994
N (2.101, 3.770, -3.149)  0.001
N (1.325, 3.488, -4.270)  0.011
C (0.682, 2.278, -4.329)  0.006
O (-0.012, 1.933, -5.232)  -0.002
O (0.890, 1.541, -3.214)  0.030
H (1.881, 4.699, -2.817)  -0.004
H (3.087, 3.743, -3.388)  -0.002
H (1.369, 4.084, -5.081)  -0.001
C (-4.320, -2.127, -0.224)  0.000
C (-3.606, -2.433, -1.542)  0.000
C (-2.403, -1.519, -1.781)  0.000
C (-2.839, -0.116, -2.208)  0.000
N (-1.797, 0.908, -1.998)  -0.002
C (-1.609, 1.580, -0.891)  0.010
S (-0.415, 2.924, -0.844)  -0.027
N (-2.415, 1.428, 0.146)  -0.001
C (-2.357, 2.081, 1.472)  -0.001
C (-1.254, 1.526, 2.368)  0.002
C (-1.392, 0.030, 2.672)  0.000
C (-2.508, -0.289, 3.667)  0.000
H (-5.107, -2.857, -0.032)  0.000
H (-4.801, -1.142, -0.234)  0.000
H (-3.618, -2.163, 0.616)  0.000
H (-4.311, -2.348, -2.375)  0.000
H (-3.256, -3.466, -1.532)  0.000
H (-1.745, -1.937, -2.546)  0.000
H (-1.814, -1.442, -0.863)  -0.001
H (-3.743, 0.183, -1.678)  0.000
H (-3.070, -0.091, -3.271)  0.000
H (-1.044, 0.909, -2.670)  -0.004
H (-3.096, 0.687, 0.059)  0.000
H (-3.332, 1.914, 1.924)  0.000
H (-2.234, 3.154, 1.335)  0.000
H (-1.265, 2.098, 3.300)  0.000
H (-0.297, 1.700, 1.883)  0.000
H (-0.438, -0.323, 3.075)  0.000
H (-1.552, -0.522, 1.738)  0.000
H (-2.326, 0.209, 4.622)  0.000
H (-2.568, -1.362, 3.854)  0.000
H (-3.487, 0.036, 3.303)  0.000
N (2.447, -5.095, 2.701)  0.001
C (2.423, -4.051, 1.849)  0.001
C (3.401, -3.036, 1.929)  -0.001
C (3.357, -1.958, 1.088)  0.000
C (2.334, -1.861, 0.138)  0.011
C (1.371, -2.870, 0.020)  -0.005
C (1.422, -3.954, 0.858)  0.000
S (2.105, -0.431, -0.783)  -0.013
O (3.234, 0.086, -1.571)  -0.002
O (0.852, -0.554, -1.476)  0.036
N (1.799, 0.862, 0.232)  -0.014
C (2.818, 1.662, 0.697)  0.002
S (3.878, 1.579, 2.018)  0.002
C (4.551, 3.112, 1.561)  -0.003
C (3.957, 3.608, 0.465)  0.002
N (2.963, 2.772, -0.028)  -0.025
H (3.168, -5.189, 3.393)  0.000
H (1.772, -5.833, 2.631)  0.000
H (4.197, -3.119, 2.659)  0.000
H (4.135, -1.204, 1.143)  0.000
H (0.605, -2.797, -0.741)  0.000
H (0.688, -4.746, 0.763)  0.000
H (5.349, 3.549, 2.144)  0.000
H (4.177, 4.554, -0.008)  -0.001

Entry from the Open Molecules 2025 dataset: a molecular structure, C2HErO3 at a distorted geometry (ωB97M-V/def2-TZVPD).

For the orbital gap (alpha / beta), the calculation gives 4.06 / 9.68 eV. As for the charge: +3. The calculation puts the energy above the lowest of the compared OMol25 structures with the same formula, charge and spin at 182.8 kJ/mol. The LUMO energy (alpha / beta) comes out at -16.364 / -16.363 eV. Its expectation value of S² is 6.002. The spin multiplicity is 5. For the HOMO energy (alpha / beta), the calculation gives -0.75072 / -0.95699 Ha.

Last column: Mulliken spin population.
Positions of all 7 atoms, in Å:
C (-0.145, 0.168, -1.952)  0.002
O (0.994, 0.471, -1.757)  0.000
C (0.851, -0.076, 1.276)  0.001
O (-0.291, -0.422, 1.263)  0.012
O (1.907, 0.261, 1.554)  0.008
Er (-2.404, -1.203, 2.080)  3.978
H (-0.912, 0.801, -2.463)  -0.001

Entry from the Open Molecules 2025 dataset: a molecular structure, C10H22BF10N3O6PdS2 at a distorted geometry (ωB97M-V/def2-TZVPD).

For the orbital gap (alpha / beta), the calculation gives 10.13 / 9.39 eV. The calculation puts the energy above the lowest of the compared OMol25 structures with the same formula, charge and spin at 89.2 kJ/mol. The LUMO energy (alpha / beta) comes out at 0.270 / -1.157 eV. Its expectation value of S² is 2.004. The spin multiplicity is 3. For the HOMO energy (alpha / beta), the calculation gives -0.36244 / -0.38763 Ha.

Last column: Mulliken spin population.
Positions of all 55 atoms, in Å:
Pd (0.206, -0.138, 0.067)  1.491
B (1.716, -2.890, -1.488)  -0.003
F (2.563, -2.122, -2.305)  0.000
F (0.734, -2.095, -0.860)  0.040
F (0.992, -3.861, -2.211)  0.002
F (2.496, -3.460, -0.496)  0.000
C (-2.792, 2.384, -1.267)  0.003
F (-3.357, 1.360, -1.904)  0.001
F (-1.761, 2.841, -1.966)  0.001
F (-3.735, 3.322, -1.232)  0.000
S (-2.329, 1.793, 0.492)  0.001
O (-2.915, 2.682, 1.439)  0.007
O (-2.785, 0.430, 0.485)  0.003
N (-0.591, 1.739, 0.460)  0.086
S (-0.072, 3.230, 0.885)  0.000
O (1.346, 3.321, 0.595)  -0.002
O (-0.896, 4.288, 0.361)  0.014
C (-0.003, 3.241, 2.863)  0.004
F (0.727, 4.274, 3.240)  0.000
F (-1.194, 3.348, 3.431)  0.000
F (0.554, 2.104, 3.292)  0.000
C (1.943, 1.564, -3.580)  0.008
C (0.998, 1.147, -2.467)  -0.034
C (-0.129, 0.161, -2.919)  0.004
O (-0.856, -0.374, -1.811)  0.049
C (-1.861, -1.278, -2.202)  0.005
N (1.739, 0.490, -1.361)  0.169
H (2.210, 0.650, -4.118)  0.000
H (2.799, 2.142, -3.230)  -0.001
H (1.476, 2.221, -4.315)  0.002
H (0.517, 2.079, -2.166)  0.005
H (0.226, -0.608, -3.610)  -0.001
H (-0.878, 0.788, -3.414)  -0.001
H (-2.390, -1.041, -3.130)  0.000
H (-2.679, -1.224, -1.482)  0.003
H (-1.418, -2.272, -2.299)  -0.001
H (2.159, -0.357, -1.754)  -0.008
H (2.553, 1.105, -1.335)  0.003
C (1.338, -1.568, 4.082)  0.008
C (0.852, -1.599, 2.643)  -0.006
C (-0.680, -1.415, 2.543)  -0.009
O (-1.062, -1.736, 1.198)  0.036
C (-1.054, -3.123, 0.902)  0.006
N (1.469, -0.519, 1.843)  0.122
H (0.724, -2.298, 4.611)  0.000
H (1.062, -0.561, 4.414)  -0.001
H (2.398, -1.741, 4.251)  0.001
H (1.059, -2.567, 2.184)  -0.003
H (-1.077, -0.455, 2.883)  0.001
H (-1.293, -2.080, 3.163)  -0.001
H (-1.410, -3.735, 1.736)  0.001
H (-0.075, -3.507, 0.624)  0.001
H (-1.691, -3.404, 0.065)  0.000
H (2.411, -0.847, 1.618)  -0.003
H (1.716, 0.173, 2.552)  -0.002

Q: Number 3 is which compound?
A: C2HErO3

Q: Which formula does entry 2 have?
A: C19H31N7O4ReS3